Record 1
The following is a quantum chemistry calculation of one molecule with the formula C4H10N4, from the Open Molecules 2025 dataset.

The geometry in ORCA input format:
```
! wB97M-V def2-TZVPD RIJCOSX def2/J DEFGRID3
* xyz 0 1
C -1.60728 -0.99007 0.27760
N 1.60373 -1.20814 0.10265
C 1.89841 0.11251 0.04362
C -0.59259 0.07850 -0.15642
N -0.08634 0.78991 1.05797
N -1.16182 1.05314 -1.04668
C 0.66243 -0.51914 -0.78233
N 2.88676 0.85963 0.19590
H 1.36050 -1.66970 0.97360
H 0.20810 1.73891 0.85978
H 0.07225 0.22532 1.88697
H -1.09058 0.84405 -2.03269
H -1.93124 1.55733 -0.62608
H 2.74816 1.81435 -0.12389
H 0.58815 -0.92221 -1.78445
H -1.14565 -1.71324 0.94861
H -1.97050 -1.51951 -0.60096
H -2.44250 -0.53165 0.80680
*
```

## Properties
SMILES string: [H]/N=C1/N[C@H]1C(C)(N)N
Frontier orbital gap, eV: 9.40
HOMO level, Eh: -0.3130

---

Record 2
The following is a quantum chemistry calculation of one molecule with the formula C6H10O, from the Open Molecules 2025 dataset.

The geometry in ORCA input format:
```
! wB97M-V def2-TZVPD RIJCOSX def2/J DEFGRID3
* xyz 0 1
C -2.07900 -0.24840 0.14713
C -1.07791 0.78878 -0.38943
C -0.11617 1.38338 0.61938
C 0.41652 0.50292 -0.47085
C 0.99503 -0.86234 -0.18049
C 2.50127 -0.92072 -0.04326
O 3.25649 -0.00396 -0.25298
H -3.08406 0.17228 0.30840
H -1.87608 -0.79742 1.09684
H -2.18346 -1.03574 -0.60064
H -1.50370 1.47699 -1.10857
H 0.19926 2.43078 0.72028
H -0.57515 0.87068 1.41751
H 0.93275 1.00399 -1.29965
H 0.72677 -1.57636 -0.97312
H 0.57064 -1.26826 0.74530
H 2.89682 -1.91661 0.26415
*
```

## Properties
SMILES string: C[C@H]1C[C@H]1CC=O
Frontier orbital gap, eV: 10.67
HOMO level, Eh: -0.3545

---

Record 3
The following is a quantum chemistry calculation of an isolated ion of composition C3H6N5O4P and charge +2, from the Open Molecules 2025 dataset.

The geometry in ORCA input format:
```
! wB97M-V def2-TZVPD RIJCOSX def2/J DEFGRID3
* xyz 2 3
C 1.35555 -0.46719 -1.40778
C -0.20422 2.32364 0.16868
C -0.14244 -0.14628 0.42089
N -0.51885 1.11860 0.05325
N 2.08301 -1.13868 -2.24329
N 1.80540 1.54882 -1.70782
N -0.71962 -0.81018 1.39046
N 0.80842 -0.82401 -0.28331
O 3.49978 1.68719 -4.59553
O 2.40354 -0.53630 -3.47619
O 1.33046 1.66236 -2.93070
O 3.04998 1.23818 -1.87530
P 2.77227 1.03921 -3.57045
H -0.74929 3.15338 -0.34806
H 0.40871 2.64342 1.00111
H 2.32374 -2.06591 -2.03811
H -1.53395 -0.33772 1.85066
H -0.50082 -1.84007 1.52334
H 0.87836 -1.71768 0.14674
*
```

## Properties
<S²>: 2.01
Frontier orbital gap (spin up / spin down), eV: 7.92 / 7.46
HOMO level (spin up / spin down), Eh: -0.6165 / -0.6974

---

Record 4
The following is a quantum chemistry calculation of C32H50F9GeN4O4PTi as an isolated structure, from the Open Molecules 2025 dataset.

The geometry in ORCA input format:
```
! wB97M-V def2-TZVPD RIJCOSX def2/J DEFGRID3
* xyz 2 3
Ti -0.14102 -0.28997 -0.19052
C -2.82598 -0.60129 -2.01032
C -2.10696 -1.92770 -2.17558
N -1.22728 -2.22512 -1.00752
C -1.83263 -3.33803 -0.21959
C -1.15324 -3.59089 1.10525
N -1.61806 -2.60909 2.08244
C -0.85778 -2.68291 3.33526
C -1.23183 -1.58360 4.33222
C -1.81370 -0.32717 3.70676
N -0.92721 0.35697 2.75060
C -1.58592 1.52719 2.18543
C -2.72184 1.07064 1.29788
N -2.26389 -0.02148 0.39802
C -3.33722 -0.31338 -0.60809
H -3.67196 -0.56670 -2.70035
H -2.15710 0.21184 -2.31110
H -1.50733 -1.91852 -3.08315
H -2.83347 -2.73568 -2.28227
H -0.37260 -2.61527 -1.38587
H -1.81560 -4.23943 -0.83727
H -2.88389 -3.10008 -0.04353
H -0.06875 -3.49000 0.99908
H -1.34510 -4.62316 1.42064
H -2.58999 -2.82501 2.29313
H 0.19420 -2.59945 3.06998
H -0.97278 -3.66460 3.80917
H -0.34837 -1.33352 4.92122
H -1.97395 -1.95488 5.04178
H -2.11290 0.36226 4.50591
H -2.73185 -0.59455 3.18185
H -0.08334 0.63409 3.23700
H -0.85300 2.08713 1.58964
H -1.97935 2.21520 2.94431
H -3.07304 1.89914 0.69350
H -3.57368 0.71818 1.88362
H -2.14875 -0.85930 0.99969
H -3.96245 -1.13192 -0.24259
H -3.97676 0.56585 -0.65768
Ge -0.67004 2.28548 -1.68230
C -2.28885 3.18349 -1.14299
C -3.51520 2.99602 -1.78359
C -4.62105 3.74248 -1.40829
C -4.51034 4.68947 -0.39656
C -3.29026 4.90135 0.23155
C -2.18544 4.14814 -0.13633
C -0.37925 2.33227 -3.58154
C -1.29681 1.87253 -4.52742
C -1.08624 2.11440 -5.87359
C 0.03706 2.82312 -6.28542
C 0.95273 3.28703 -5.35256
C 0.75319 3.03194 -4.00440
H 0.50407 2.91640 -0.92556
H -3.61188 2.28011 -2.59132
H -5.56701 3.59872 -1.91347
H -5.37404 5.27434 -0.10986
H -3.19899 5.65676 1.00065
H -1.23551 4.32650 0.35676
H -2.18013 1.32254 -4.22628
H -1.79953 1.75800 -6.60460
H 0.19632 3.01365 -7.33829
H 1.82493 3.84039 -5.67338
H 1.48251 3.38631 -3.28466
C 2.94896 -1.42833 5.22172
C 2.89558 -0.38228 4.13637
O 1.71606 -0.59886 3.29850
P 1.68077 -0.88092 1.72337
O 1.66664 0.61320 1.02270
C 2.67020 1.60845 1.44556
C 2.66257 2.82420 0.56190
O 3.17704 -1.32658 1.40693
C 3.59416 -2.69151 1.72508
C 5.07480 -2.68609 2.00502
H 3.82669 -1.25622 5.84528
H 3.02493 -2.43195 4.80387
H 2.06713 -1.38024 5.85939
H 3.78815 -0.39819 3.51334
H 2.77817 0.61580 4.55737
H 3.63502 1.10571 1.40840
H 2.43521 1.86871 2.47780
H 2.76868 2.55065 -0.48664
H 3.51499 3.44730 0.83524
H 1.76211 3.42057 0.70028
H 3.34872 -3.32012 0.87305
H 3.03195 -3.04286 2.59408
H 5.62563 -2.30202 1.14861
H 5.41033 -3.70443 2.20105
H 5.30980 -2.07702 2.87809
F 2.24017 -1.34665 -4.67523
C 1.70662 -0.70288 -3.64949
F 0.37386 -0.70720 -3.79803
F 2.11702 0.56322 -3.67248
C 2.08415 -1.34742 -2.28106
O 1.17840 -0.96105 -1.32455
C 3.54850 -0.92130 -1.92759
F 4.12403 -1.80915 -1.11676
F 4.29497 -0.83389 -3.02346
F 3.54394 0.26515 -1.31592
C 2.02260 -2.89859 -2.41945
F 0.88824 -3.25264 -3.05334
F 1.95999 -3.45988 -1.20052
F 3.04933 -3.40189 -3.07389
*
```

## Properties
<S²>: 2.01
Frontier orbital gap (spin up / spin down), eV: 7.37 / 6.39
HOMO level (spin up / spin down), Eh: -0.4877 / -0.5148

---

Record 5
The following is a quantum chemistry calculation of an isolated ion of composition C5H2BrO2 and charge -1, from the Open Molecules 2025 dataset.

The geometry in ORCA input format:
```
! wB97M-V def2-TZVPD RIJCOSX def2/J DEFGRID3
* xyz -1 1
C -0.19695 -2.68123 -0.75043
C -0.53296 -1.55719 -0.41657
C -0.77176 -0.26591 -0.05140
C 0.39491 0.59006 0.50460
C 0.15424 2.14471 0.52789
O -0.78917 2.58267 1.17292
O 0.89846 2.59964 -0.35144
Br 2.09491 -0.18899 0.80729
H 0.23108 -3.60804 -1.11059
H -1.48276 0.38428 -0.33226
*
```

## Properties
SMILES string: C#C/C=C(\Br)C(=O)[O-]
Frontier orbital gap, eV: 7.48
HOMO level, Eh: -0.1560

---

Number 1: DFT total energy -377.33670 Ha, maximum force 3.72 eV/Å. Number 2: DFT total energy -309.79286 Ha, maximum force 2.34 eV/Å. Number 3: DFT total energy -1033.06273 Ha, maximum force 4.43 eV/Å. Number 4: DFT total energy -5935.48575 Ha, maximum force 0.93 eV/Å. Number 5: DFT total energy -2916.17021 Ha, maximum force 8.99 eV/Å.